{"formula": "C43H105N3O19", "method": "ωB97M-V/def2-TZVPD", "symbols": ["C", "C", "C", "C", "C", "C", "N", "O", "C", "C", "C", "H", "H", "H", "H", "H", "H", "H", "H", "H", "H", "H", "H", "H", "H", "H", "H", "H", "H", "H", "C", "C", "C", "C", "C", "C", "N", "O", "C", "C", "C", "H", "H", "H", "H", "H", "H", "H", "H", "H", "H", "H", "H", "H", "H", "H", "H", "H", "H", "H", "C", "C", "C", "C", "C", "C", "N", "O", "C", "C", "C", "H", "H", "H", "H", "H", "H", "H", "H", "H", "H", "H", "H", "H", "H", "H", "H", "H", "H", "H", "C", "C", "O", "O", "H", "H", "H", "H", "H", "H", "C", "C", "O", "O", "H", "H", "H", "H", "H", "H", "C", "C", "O", "O", "H", "H", "H", "H", "H", "H", "C", "C", "O", "O", "H", "H", "H", "H", "H", "H", "C", "C", "O", "O", "H", "H", "H", "H", "H", "H", "C", "C", "O", "O", "H", "H", "H", "H", "H", "H", "C", "C", "O", "O", "H", "H", "H", "H", "H", "H", "C", "C", "O", "O", "H", "H", "H", "H", "H", "H"], "coordinates": [[1.093, -4.199, -9.275], [2.595, -3.662, -9.284], [2.602, -2.666, -8.063], [4.015, -2.284, -7.536], [4.829, -3.557, -7.359], [4.963, -4.498, -8.526], [3.542, -4.761, -9.101], [3.625, -5.600, -10.264], [5.931, -4.011, -9.578], [5.468, -5.845, -8.041], [2.791, -2.848, -10.602], [0.801, -4.850, -8.451], [1.122, -4.788, -10.191], [0.351, -3.412, -9.412], [2.019, -1.802, -8.381], [2.143, -2.976, -7.124], [3.978, -1.809, -6.555], [4.497, -1.533, -8.161], [4.467, -4.078, -6.473], [5.846, -3.274, -7.088], [6.141, -2.944, -9.640], [6.923, -4.435, -9.414], [5.596, -4.241, -10.589], [4.671, -6.325, -7.473], [5.820, -6.528, -8.815], [6.244, -5.879, -7.277], [2.432, -3.352, -11.499], [3.781, -2.435, -10.794], [2.152, -1.969, -10.690], [3.238, -6.447, -10.030], [0.236, -20.373, 6.306], [1.613, -19.911, 6.614], [2.127, -20.935, 7.623], [3.641, -20.822, 8.021], [4.400, -21.061, 6.707], [4.027, -20.052, 5.568], [2.524, -19.961, 5.452], [2.054, -19.228, 4.374], [4.734, -18.703, 5.921], [4.658, -20.635, 4.289], [1.533, -18.462, 7.233], [0.164, -21.410, 5.978], [-0.146, -19.752, 5.496], [-0.311, -20.317, 7.248], [1.530, -20.858, 8.532], [2.014, -21.964, 7.281], [3.938, -21.483, 8.835], [3.781, -19.804, 8.384], [4.292, -22.104, 6.408], [5.471, -21.139, 6.897], [5.811, -18.812, 5.793], [4.417, -17.918, 5.234], [4.607, -18.294, 6.923], [5.699, -20.920, 4.443], [4.063, -21.519, 4.064], [4.560, -19.991, 3.415], [2.511, -18.175, 7.619], [0.714, -18.483, 7.952], [1.309, -17.865, 6.348], [1.947, -19.912, 3.708], [17.296, -13.785, -10.470], [15.805, -14.298, -10.520], [15.717, -15.611, -9.714], [14.383, -16.079, -9.314], [13.711, -14.895, -8.545], [13.754, -13.522, -9.213], [15.006, -13.208, -9.891], [14.926, -12.090, -10.663], [12.426, -13.425, -10.112], [13.572, -12.467, -8.100], [15.377, -14.508, -11.992], [17.355, -12.815, -10.963], [17.944, -14.471, -11.016], [17.657, -13.713, -9.444], [16.166, -16.370, -10.354], [16.356, -15.497, -8.838], [14.515, -16.934, -8.651], [13.862, -16.343, -10.234], [14.099, -14.938, -7.528], [12.677, -15.210, -8.409], [12.513, -14.054, -10.998], [11.591, -13.661, -9.452], [12.291, -12.389, -10.421], [13.729, -11.448, -8.455], [12.622, -12.557, -7.573], [14.254, -12.661, -7.272], [14.313, -14.603, -12.212], [15.866, -15.425, -12.318], [15.541, -13.634, -12.622], [14.290, -12.345, -11.336], [2.076, -9.892, 2.872], [0.651, -10.056, 3.263], [-0.037, -10.936, 2.333], [2.177, -9.592, 1.480], [2.684, -10.780, 3.045], [2.329, -8.975, 3.406], [0.016, -9.187, 3.093], [0.442, -10.490, 4.241], [-0.792, -10.403, 2.071], [1.457, -10.176, 1.235], [13.579, -20.743, -0.721], [13.025, -19.396, -1.255], [11.679, -19.468, -1.666], [15.047, -20.835, -0.640], [13.219, -21.579, -1.320], [13.143, -20.883, 0.268], [13.539, -19.104, -2.171], [13.178, -18.548, -0.588], [11.267, -18.606, -1.758], [15.301, -20.139, -0.029], [12.087, -12.590, 3.133], [12.417, -13.954, 3.855], [13.865, -14.236, 3.915], [12.127, -12.839, 1.743], [12.790, -11.814, 3.434], [11.067, -12.252, 3.317], [11.779, -14.699, 3.381], [11.987, -13.932, 4.856], [14.293, -13.560, 4.445], [13.015, -12.982, 1.408], [5.929, -20.463, -7.315], [5.588, -21.247, -6.051], [6.716, -21.798, -5.347], [6.196, -19.066, -7.051], [5.201, -20.395, -8.124], [6.919, -20.778, -7.642], [4.970, -22.078, -6.391], [5.175, -20.601, -5.276], [7.318, -21.059, -5.233], [6.150, -18.548, -7.858], [6.193, -13.660, -2.248], [5.087, -14.732, -2.058], [4.452, -15.140, -3.278], [7.304, -14.321, -2.870], [6.569, -13.352, -1.272], [5.911, -12.823, -2.887], [4.222, -14.465, -1.450], [5.425, -15.723, -1.755], [5.150, -15.516, -3.819], [8.071, -13.861, -2.521], [-2.504, -17.314, -2.216], [-3.191, -18.565, -1.538], [-4.124, -19.207, -2.416], [-1.794, -17.605, -3.420], [-1.908, -16.722, -1.522], [-3.268, -16.615, -2.555], [-3.668, -18.314, -0.591], [-2.418, -19.301, -1.318], [-3.619, -19.738, -3.037], [-0.873, -17.343, -3.350], [8.411, -6.417, 0.919], [9.515, -5.995, 1.874], [10.766, -6.444, 1.272], [7.246, -5.662, 1.206], [8.226, -7.485, 1.034], [8.686, -6.309, -0.131], [9.518, -6.437, 2.871], [9.432, -4.909, 1.906], [11.521, -5.923, 1.554], [6.524, -6.190, 0.857], [2.043, -14.087, -10.970], [1.097, -13.427, -9.937], [1.218, -12.063, -9.941], [3.436, -13.982, -10.635], [1.991, -13.489, -11.880], [1.804, -15.128, -11.189], [1.200, -13.983, -9.005], [0.137, -13.791, -10.303], [0.572, -11.749, -9.304], [3.648, -13.109, -10.297]], "de_lowest_kj_mol": 584.00, "largest_force_ha_per_bohr": 0.0763, "e_homo_ev": -8.14, "smiles": "CC1(C)CCCC(C)(C)N1O.CC1(C)CCCC(C)(C)N1O.CC1(C)CCCC(C)(C)N1O.OCCO.OCCO.OCCO.OCCO.OCCO.OCCO.OCCO.OCCO", "multiplicity": 1, "lumo_energy_ev": 0.2, "e_tot_ha": -3294.703798}